# 1
This record from the OMol25 dataset describes 11 unconnected molecules or ions with the total composition C18H56ClN8O14 in a non-equilibrium geometry. The level of theory is ωB97M-V with the def2-TZVPD basis set.

Charge: -1
Gap between HOMO and LUMO: 0.32784 Ha
LUMO level: 2.12 eV

Geometry as XYZ:
```
97
Properties=species:S:1:pos:R:3:forces:R:3:lowdin_charge:R:1
Cl 0.01228 0.63542 0.61056 0.8 0.9 0.4 0.66
O 0.96254 0.60947 -0.48474 0.4 -0.2 0.1 -0.37
O 0.33342 -0.37429 1.59941 -0.2 -0.4 -0.6 -0.34
O 0.07856 1.90852 1.27916 -0.1 0.3 -0.2 -0.34
O -1.28482 0.47810 0.02550 -0.8 -0.7 0.2 -0.34
C -0.29507 -3.02115 -0.53014 0.3 -0.9 -0.1 -0.07
C -0.61078 -4.04045 -1.61354 1.0 -0.2 -0.3 -0.29
O 0.37381 -3.91908 -2.65768 0.3 0.9 -0.2 -0.10
H -0.28508 -2.01609 -0.94445 -0.3 0.0 0.2 0.05
H 0.68709 -3.20427 -0.09157 0.1 0.0 -0.2 0.06
H -1.02281 -3.18565 0.26564 -0.2 0.6 0.0 0.08
H -1.61984 -3.87332 -1.99483 0.0 -0.2 -0.1 0.09
H -0.44149 -5.05754 -1.25027 -0.7 0.0 0.4 0.11
H 0.33991 -4.63233 -3.29691 -0.4 -0.2 0.2 0.07
C -5.66627 2.98818 -0.98158 -1.0 -0.4 -1.0 -0.09
C -4.64145 2.46328 -1.98032 0.1 0.0 1.0 -0.27
O -3.36286 2.48017 -1.31095 -0.6 -0.3 -0.7 -0.13
H -6.60312 3.09411 -1.54073 -0.1 0.4 0.1 0.07
H -5.39143 3.94855 -0.54996 0.1 0.0 0.0 0.07
H -5.93426 2.27450 -0.20173 0.5 0.0 0.2 0.07
H -4.64816 3.04964 -2.90202 0.3 0.4 0.2 0.11
H -4.85227 1.44580 -2.31174 -0.1 0.0 0.2 0.10
H -3.06222 1.56268 -1.38321 0.6 0.1 0.0 0.05
C -2.34161 4.02394 2.98840 0.9 -0.1 0.0 -0.08
C -3.30263 3.82263 1.85946 -1.3 0.5 -0.2 -0.35
O -2.85490 4.48554 0.70155 0.5 0.2 -0.4 -0.09
H -1.39438 3.52110 2.78326 0.0 -0.1 0.0 0.06
H -2.70030 3.69547 3.96393 -0.2 -0.1 -0.1 0.07
H -2.11380 5.09001 3.04645 -0.1 0.0 0.1 0.08
H -4.24475 4.32937 2.12236 -0.2 -0.4 0.3 0.10
H -3.54942 2.79304 1.58595 0.3 -0.2 0.4 0.11
H -3.11523 3.93557 -0.04726 0.3 -0.1 -0.1 0.03
C 3.80487 2.74881 1.37259 0.2 -0.3 0.3 -0.08
C 3.29375 2.59962 2.83308 -0.7 -0.6 -2.0 -0.30
O 2.06484 3.29015 2.92570 0.1 0.6 0.8 -0.10
H 4.03465 3.78766 1.13744 0.2 0.0 0.1 0.07
H 3.05917 2.42366 0.64386 -0.4 0.0 0.3 0.05
H 4.64711 2.09006 1.14234 0.3 0.3 0.3 0.06
H 3.99961 2.95557 3.57970 -0.1 0.2 0.0 0.10
H 3.06590 1.53985 2.98989 0.5 -0.1 0.3 0.09
H 1.42945 2.81852 2.37442 -0.1 0.0 -0.1 0.03
C 0.22482 3.76896 -2.95002 -0.5 0.6 0.1 -0.70
O -0.08889 4.54332 -3.84503 0.5 -0.1 -0.6 0.00
N 1.48981 3.31652 -2.71442 0.9 0.2 -0.9 0.16
N -0.65521 3.31297 -2.05991 -0.1 -0.6 0.7 0.19
H 2.18301 3.58718 -3.39064 0.1 0.0 0.2 0.09
H 1.76813 2.74180 -1.93804 -0.2 0.1 0.1 0.08
H -0.26037 2.75099 -1.32577 -0.7 -0.1 0.3 0.07
H -1.63922 3.50847 -2.12896 0.1 -0.1 0.2 0.09
C -4.47598 -2.62079 -0.91536 0.3 0.3 0.2 -0.71
O -4.20030 -3.05530 -2.01917 -0.1 -0.2 0.0 0.02
N -5.49789 -3.06415 -0.14471 -0.9 -0.7 0.0 0.14
N -3.78504 -1.64932 -0.28170 1.2 0.8 -0.4 0.17
H -6.05192 -3.82831 -0.48709 -0.1 0.1 0.2 0.10
H -5.68444 -2.61974 0.73265 -0.2 -0.2 0.0 0.09
H -4.01866 -1.24786 0.60633 -0.1 -0.1 0.0 0.10
H -3.01843 -1.22157 -0.78109 -0.1 0.1 0.0 0.07
C -1.82910 -0.22970 -3.60612 -0.7 0.1 -0.3 -0.65
O -2.84244 0.08560 -2.98500 0.4 -0.1 0.6 0.02
N -0.56909 -0.27197 -3.14197 -0.1 0.3 0.6 0.20
N -1.93269 -0.58775 -4.91120 -0.3 -0.2 -0.3 0.15
H -0.44368 -0.21756 -2.14530 0.4 0.2 0.1 0.05
H 0.15310 -0.61220 -3.74632 0.1 -0.2 0.4 0.09
H -2.87321 -0.54411 -5.26208 0.3 0.1 -0.4 0.11
H -1.11141 -0.61227 -5.48527 -0.3 0.0 -0.3 0.09
C 4.06211 1.26114 -4.20992 -0.3 -0.1 1.2 -0.71
O 4.63137 1.93052 -3.37339 0.3 0.6 -0.1 0.03
N 2.81069 0.76943 -4.03992 -0.6 -0.5 -0.6 0.16
N 4.60963 0.85041 -5.37754 0.6 -0.1 -0.7 0.14
H 2.56786 0.01924 -4.66018 -0.5 0.0 0.3 0.08
H 2.22118 0.99681 -3.25845 0.2 0.0 0.1 0.08
H 5.52936 1.16801 -5.62319 -0.1 0.0 0.0 0.10
H 4.04585 0.35394 -6.04024 0.2 0.1 -0.2 0.09
C 4.56906 -3.93890 1.46619 0.0 1.5 -0.1 -0.05
C 3.62280 -2.75057 1.78646 0.7 -1.0 -0.1 -0.48
C 4.32924 -1.63263 2.56336 -0.1 0.0 0.6 -0.04
O 3.09791 -2.24424 0.56974 -0.2 -0.1 0.2 -0.06
H 5.18803 -3.60325 0.63050 0.0 -0.2 -0.1 0.08
H 4.04744 -4.85388 1.19667 0.0 0.0 0.1 0.07
H 5.24048 -4.04833 2.31748 -0.1 -0.5 0.0 0.07
H 2.80006 -3.18164 2.36569 -0.1 0.3 0.2 0.10
H 5.35349 -1.85161 2.87207 0.1 -0.2 -0.3 0.07
H 3.79908 -1.43230 3.49719 -0.1 0.2 -0.1 0.06
H 4.35146 -0.71949 1.96926 0.0 0.0 0.0 0.07
H 2.45333 -1.58599 0.86079 -0.2 0.2 -0.5 0.06
C -0.08898 -2.82212 3.54577 -1.1 -0.6 -0.2 -0.07
C 0.64156 -2.58795 4.85581 -0.2 1.0 -1.2 -0.49
C 1.57013 -3.67245 5.30671 0.5 -0.4 0.1 -0.06
O 1.35780 -1.37103 4.64243 0.6 0.1 0.8 -0.06
H -0.79950 -2.02306 3.31725 -0.1 0.1 0.5 0.08
H -0.68466 -3.73930 3.57139 0.2 -0.1 -0.1 0.08
H 0.51324 -2.78695 2.63564 0.5 -0.5 0.3 0.06
H -0.09194 -2.44732 5.65788 -0.1 0.2 0.0 0.13
H 0.98697 -4.53125 5.64448 0.1 -0.1 -0.1 0.08
H 2.18177 -3.34464 6.14944 -0.2 0.2 0.1 0.08
H 2.28303 -3.98042 4.53911 -0.2 0.0 -0.2 0.07
H 1.11120 -0.99824 3.79072 -0.1 0.1 0.0 0.05
```
Forces are in eV/Å.

***

# 2
This record from the OMol25 dataset describes 12 unconnected molecules or ions with the total composition C18H57N25O12P2 in a non-equilibrium geometry. The level of theory is ωB97M-V with the def2-TZVPD basis set.

Structure (SMILES): CCP(C)[C@H](C#N)[C@@H](C#N)P(N)O.NC(N)=O.NC(N)=O.NC(N)=O.NC(N)=O.NC(N)=O.NC(N)=O.NC(N)=O.NC(N)=O.NC(N)=O.NC(N)=O.NC(N)=O
Charge: 0
Gap between HOMO and LUMO: 0.33440 Ha
LUMO level: 0.09 eV

Geometry as XYZ:
```
114
Properties=species:S:1:pos:R:3:forces:R:3:lowdin_charge:R:1
C 2.79542 -1.07001 -2.47269 0.2 0.0 -0.5 -0.15
C 1.98878 0.13877 -2.99521 0.1 -0.9 1.1 -0.40
P 0.69583 0.81798 -1.84024 0.2 1.3 -0.1 0.96
C 1.34729 0.60401 -0.13073 -0.3 -0.8 -0.4 -0.28
C -0.78328 -0.31593 -1.85874 0.1 -1.1 -0.1 -0.50
C -0.49081 -1.73788 -2.15565 0.0 0.6 0.1 -0.24
N -0.25135 -2.80978 -2.49286 -0.1 0.0 0.0 0.20
C -1.88886 0.16873 -2.82865 0.7 0.4 -0.9 -0.44
C -1.49667 0.01047 -4.24576 -0.5 -0.2 0.6 -0.25
N -1.35021 -0.26582 -5.35343 0.0 0.2 0.0 0.17
P -3.47486 -0.72762 -2.38165 -0.9 -0.3 0.7 0.86
N -3.91900 -1.53895 -3.80929 0.7 0.2 0.2 -0.15
O -4.57700 0.52264 -2.31178 0.8 -0.4 -0.5 -0.30
H 3.05876 -0.99889 -1.41926 -0.1 0.1 0.0 0.05
H 2.27331 -2.00927 -2.64937 -0.1 0.1 0.2 0.05
H 3.73335 -1.12930 -3.03176 0.0 0.0 0.0 0.07
H 2.67396 0.97599 -3.13194 -0.2 0.1 -0.2 0.06
H 1.53610 -0.13676 -3.94743 -0.1 0.3 -0.1 0.07
H 2.26426 1.17669 0.00100 0.0 0.0 -0.1 0.04
H 0.59984 0.95019 0.58409 0.0 0.2 -0.1 0.00
H 1.53102 -0.45492 0.07864 0.2 0.1 0.1 0.04
H -1.21815 -0.27629 -0.85575 0.1 0.1 0.1 0.10
H -2.01100 1.24098 -2.65389 -0.2 -0.1 0.1 0.11
H -3.17013 -1.61209 -4.49458 -0.2 0.2 -0.2 0.01
H -4.18400 -2.48665 -3.57401 -0.2 0.0 0.0 0.04
H -4.69929 0.67696 -1.37141 -0.3 0.2 0.2 0.03
N -1.11568 1.87315 4.13267 -0.5 0.3 -0.3 0.17
C -1.37872 1.05720 3.08591 0.1 0.2 0.3 -0.68
N -2.15044 -0.03661 3.36974 0.0 -0.1 -0.2 0.15
O -0.93977 1.28579 1.96221 -0.2 -0.3 -0.1 -0.01
H -1.44127 1.70642 5.06479 0.2 -0.2 0.1 0.09
H -0.52963 2.67485 3.95866 0.3 -0.1 0.2 0.08
H -2.35573 -0.66393 2.61540 -0.1 0.0 0.0 0.10
H -2.50669 -0.24383 4.28523 0.2 -0.1 0.1 0.09
N 3.40700 2.23814 5.37060 0.0 -0.1 0.1 0.16
C 2.45826 2.67880 4.49434 0.1 -0.1 -0.2 -0.67
N 2.84856 2.74624 3.19351 -0.3 0.0 -0.1 0.17
O 1.32767 2.98814 4.85615 0.1 0.1 0.1 -0.01
H 4.34280 1.98342 5.10135 0.1 0.2 0.0 0.07
H 3.14673 2.18020 6.33662 0.0 0.0 0.0 0.10
H 2.16293 3.04950 2.51001 0.2 0.1 0.1 0.05
H 3.76967 2.49675 2.88683 0.1 0.0 0.1 0.10
N 5.67878 4.66647 6.33048 0.1 0.1 -0.1 0.17
C 6.58895 3.66865 6.22058 -0.3 0.2 0.0 -0.69
N 7.50352 3.60873 7.23950 0.2 -0.1 -0.1 0.15
O 6.59683 2.87302 5.28721 0.0 -0.1 0.1 -0.01
H 5.66604 5.33221 7.09208 -0.1 0.0 0.0 0.05
H 4.98762 4.73186 5.60630 0.0 -0.1 0.0 0.10
H 8.19426 2.88388 7.19580 0.0 0.0 0.0 0.10
H 7.50330 4.23926 8.01830 -0.1 0.0 0.0 0.07
N 6.17926 7.50257 10.54957 -0.1 0.0 0.0 0.16
C 6.43134 6.99432 9.31307 0.1 0.2 0.0 -0.66
N 7.74395 6.99984 8.92921 -0.1 -0.2 0.0 0.16
O 5.54054 6.56606 8.59194 0.1 -0.1 0.0 0.01
H 6.88917 7.86221 11.15780 0.0 0.0 0.0 0.10
H 5.22409 7.51253 10.85525 0.0 0.0 0.0 0.11
H 7.96023 6.65455 8.01227 0.0 0.1 -0.1 0.10
H 8.48769 7.34894 9.50270 0.0 0.0 0.0 0.10
N 1.26699 -2.28326 6.65175 0.0 0.0 0.1 0.15
C 0.35234 -1.82142 5.74750 0.0 0.1 -0.1 -0.68
N 0.81656 -1.66216 4.47571 -0.1 0.0 -0.1 0.16
O -0.80212 -1.57019 6.06056 0.0 0.1 0.0 0.00
H 2.21775 -2.49595 6.42000 0.0 0.0 0.0 0.09
H 0.95421 -2.41095 7.59516 0.0 0.0 0.0 0.10
H 0.16429 -1.32323 3.79111 0.0 0.1 0.0 0.08
H 1.75719 -1.86071 4.19503 0.0 0.0 0.1 0.09
N 1.58977 4.72306 -0.99969 0.1 -0.1 0.1 0.16
C 1.59418 5.04077 0.32760 0.0 0.0 -0.1 -0.66
N 1.88559 6.34009 0.62256 0.0 0.0 0.1 0.16
O 1.34813 4.21651 1.19396 0.0 0.0 -0.1 0.01
H 1.78462 5.38127 -1.72899 0.0 0.0 0.0 0.09
H 1.36646 3.77552 -1.24414 -0.1 -0.1 0.0 0.06
H 1.89205 6.59905 1.59133 0.0 0.0 0.0 0.11
H 2.08724 7.03521 -0.06959 0.0 0.0 0.0 0.09
N -5.54486 0.06860 -6.45423 0.0 0.1 -0.1 0.16
C -5.10841 -0.23098 -7.70845 0.0 0.1 0.1 -0.68
N -3.75143 -0.25229 -7.87023 0.0 -0.2 0.0 0.16
O -5.88133 -0.46702 -8.62886 0.1 -0.2 0.0 0.00
H -4.93481 0.25647 -5.68161 0.0 -0.1 0.1 0.07
H -6.53607 0.08789 -6.30630 0.0 0.0 0.0 0.11
H -3.40168 -0.47193 -8.78498 0.0 0.1 0.0 0.10
H -3.09741 -0.05728 -7.13262 0.0 0.0 0.0 0.05
N -0.64471 -6.41600 -6.47340 0.2 -0.1 0.1 0.16
C -0.24202 -5.80351 -5.31988 -0.1 0.0 -0.3 -0.68
N -0.70162 -4.53102 -5.13415 0.1 0.0 0.2 0.15
O 0.48042 -6.36279 -4.50645 -0.1 -0.2 0.0 0.01
H -1.23834 -5.97969 -7.15080 0.0 0.0 0.0 0.09
H -0.33383 -7.36046 -6.63808 -0.1 -0.1 -0.1 0.08
H -0.42227 -4.05391 -4.29191 0.0 0.0 0.0 0.03
H -1.29148 -4.05721 -5.79006 0.0 0.0 -0.1 0.08
N -1.09146 -9.27769 -4.38645 0.1 0.0 -0.1 0.17
C -1.34271 -10.06487 -5.46727 0.0 0.1 0.1 -0.68
N -2.16308 -11.13744 -5.24446 0.0 -0.1 -0.1 0.14
O -0.86903 -9.82489 -6.56871 0.0 0.0 0.0 0.01
H -1.46910 -9.43826 -3.47327 0.0 0.0 0.0 0.10
H -0.49259 -8.48287 -4.53669 0.1 0.2 0.2 0.07
H -2.36446 -11.73059 -6.02659 0.0 0.0 0.0 0.10
H -2.56353 -11.35322 -4.35269 0.0 0.0 0.0 0.09
N -5.24986 -2.72192 -10.57717 0.1 -0.1 0.1 0.16
C -4.30867 -3.68481 -10.76929 -0.2 0.0 -0.1 -0.69
N -3.48027 -3.90140 -9.69476 0.2 0.0 0.1 0.14
O -4.19491 -4.31227 -11.80884 0.1 0.0 0.1 0.02
H -5.35028 -2.19372 -9.72471 -0.1 0.2 -0.1 0.05
H -5.87274 -2.53285 -11.33872 0.0 0.0 0.0 0.11
H -2.77274 -4.60282 -9.79972 0.0 0.0 0.0 0.09
H -3.55431 -3.40049 -8.82996 -0.1 0.0 0.0 0.08
N -4.52353 2.06728 7.28572 0.0 0.0 0.0 0.15
C -5.44940 2.54419 6.39753 -0.1 0.0 0.0 -0.69
N -5.00133 2.69728 5.11429 0.1 0.0 -0.1 0.15
O -6.59063 2.81166 6.72723 0.1 0.0 0.0 0.02
H -3.57979 1.84047 7.03989 0.0 0.0 0.0 0.08
H -4.82236 1.94283 8.23398 0.0 0.0 0.0 0.10
H -5.65670 3.04516 4.44100 0.0 0.0 0.0 0.10
H -4.06646 2.48626 4.81806 0.0 0.0 0.0 0.07
```
Forces are in eV/Å.

***

HOMO energy for the records above, in order: -0.250 -0.331 Ha
Calculated total energy for the records above, in order: -2670.98711 -3675.06600 hartree